[1]
The following is a DFT calculation (the ωB97M-V functional and the def2-TZVPD basis) of a molecular structure, C7H8O in a non-equilibrium geometry.

Cartesian coordinates (Å):
H (0.98020, 1.24075, 2.08627)
H (-1.26439, 0.40579, 1.48296)
H (0.40708, 1.79862, -2.62979)
O (0.89850, 1.25474, 0.11040)
H (0.88747, 0.05956, -2.99008)
C (-0.41138, -0.24627, 1.52163)
C (-0.63727, -0.51735, -0.80990)
C (-0.76903, -1.22331, 0.38434)
H (-1.81342, -1.70179, 0.56252)
H (-0.42503, -0.87077, 2.45121)
C (0.86109, 0.57121, 1.35057)
H (-0.13549, -2.07865, 0.32058)
H (1.83383, 0.02162, 1.35265)
C (-1.12408, 0.07637, -2.00684)
C (0.29719, 0.73962, -2.33782)
C (0.41472, 0.46985, -0.84871)

Computed properties:
expectation value of S²	2.05
2S+1	3
E	-9428.855	eV
gap between HOMO and LUMO (alpha / beta)	0.24617 / 0.29575	Ha
LUMO level (alpha / beta)	0.97 / -0.94	eV
energy relative to the best compared isomer or geometry (same formula, charge and spin)	0.935	eV
HOMO (alpha / beta)	-0.21060 / -0.33013	hartree

Here are the Mulliken charges for atoms 1 to 8, given in e: 0.391 0.295 0.293 -0.382 0.176 -0.439 0.508 -0.487

=====

[2]
The following is a DFT calculation (the ωB97M-V functional and the def2-TZVPD basis) of 2 unconnected molecules or ions with the total composition C7H8O2 in a non-equilibrium geometry.

Cartesian coordinates (Å):
O (-2.01629, 0.78053, -0.32285)
H (-0.99785, 1.25940, 1.38001)
C (-1.94197, 0.77245, 1.02515)
C (-0.52773, -0.47252, -1.56216)
H (-2.89872, 1.25492, 1.32103)
C (0.06940, -1.58043, -0.68259)
H (-1.81095, -0.16575, 1.39630)
H (1.20648, 2.42327, -0.89130)
H (0.39331, -2.37835, -1.30215)
C (1.42396, 0.53447, 0.16572)
C (0.92004, 1.48090, -0.91452)
O (2.22619, 1.03015, 0.95433)
H (1.13467, -1.25936, 1.21854)
H (-0.66176, -1.91493, 0.01963)
H (2.10270, -1.46527, -0.31499)
C (1.30672, -0.96085, 0.08967)
C (0.07182, 0.66135, -1.57981)

Computed properties:
E	-11475.362	eV
gap between HOMO and LUMO (alpha / beta)	0.27467 / 0.29944	Ha
LUMO level (alpha / beta)	-1.04 / -1.25	eV
energy relative to the best compared isomer or geometry (same formula, charge and spin)	8.198	eV
HOMO (alpha / beta)	-0.31293 / -0.34549	hartree

Here are the Mulliken charges for atoms 1 to 8, given in e: -0.371 0.212 -0.496 -0.405 0.284 -0.411 0.248 0.583

=====

[3]
The following is a DFT calculation (the ωB97M-V functional and the def2-TZVPD basis) of a single C7H8OSi molecule in a non-equilibrium geometry.

Cartesian coordinates (Å):
H (1.49291, 1.73893, -1.52624)
H (-0.85551, 2.09030, -1.43968)
H (2.62450, 1.13008, 0.34752)
H (2.46640, -1.18930, 1.27383)
H (0.59105, -2.62351, 0.80529)
C (-0.30454, 1.32077, -0.65487)
O (-2.40571, -0.43790, -0.00059)
Si (-1.54086, 0.83888, 0.69389)
H (-0.75067, 0.13530, 1.92814)
C (1.66829, -0.78669, 0.58079)
C (-0.41546, -1.49607, -0.40353)
C (-1.63484, -1.28687, -0.78239)
C (0.64352, -1.74719, 0.32324)
H (-2.21848, -1.42914, -1.62221)
H (-2.25298, 2.03382, 1.18922)
C (1.01797, 1.24708, -0.80719)
C (1.87441, 0.46150, 0.09478)

Computed properties:
expectation value of S²	2.01
2S+1	3
E	-17307.178	eV
gap between HOMO and LUMO (alpha / beta)	0.24999 / 0.24002	Ha
LUMO level (alpha / beta)	0.94 / -2.38	eV
energy relative to the best compared isomer or geometry (same formula, charge and spin)	2.749	eV
HOMO (alpha / beta)	-0.21556 / -0.32746	hartree

Here are the Mulliken charges for atoms 1 to 8, given in e: 0.534 0.213 0.425 0.220 0.454 -0.484 -0.333 0.429

=====

[4]
The following is a DFT calculation (the ωB97M-V functional and the def2-TZVPD basis) of a single C7H9BO3S molecule in a non-equilibrium geometry.

Cartesian coordinates (Å):
C (0.51432, 1.12446, 0.71927)
C (0.84911, -1.74602, 0.00297)
H (-1.19309, 2.26603, -1.94111)
C (1.17334, 0.68413, 1.78568)
H (2.24044, -0.79691, 2.99550)
C (0.01185, -0.81101, -0.47488)
H (1.41383, 1.36062, 2.60154)
H (-3.51776, -0.48911, -1.15262)
C (1.60224, -1.64300, 1.23956)
O (1.40957, 2.81210, -0.86794)
H (1.42566, 3.38864, -1.56731)
C (1.62910, -0.64912, 2.09201)
O (-0.94856, 2.00913, -0.97448)
H (1.92540, -2.68426, 1.47843)
C (-2.51184, -0.47739, -0.73170)
B (0.32587, 2.12473, -0.40886)
H (-2.20620, 0.51835, -0.33673)
O (-1.44896, -2.25871, -2.23252)
H (1.03620, -2.70382, -0.55376)
H (-2.56917, -1.14242, 0.21508)
S (-1.16137, -0.88642, -1.88812)

Computed properties:
E	-25055.649	eV
gap between HOMO and LUMO (alpha / beta)	0.30224 / 0.30229	Ha
LUMO level (alpha / beta)	-0.23 / -0.23	eV
energy relative to the best compared isomer or geometry (same formula, charge and spin)	0.245	eV
HOMO (alpha / beta)	-0.31084 / -0.31087	hartree

Here are the Mulliken charges for atoms 1 to 8, given in e: 0.261 0.242 0.280 -0.415 0.303 -0.609 0.318 0.379

=====

[5]
The following is a DFT calculation (the ωB97M-V functional and the def2-TZVPD basis) of a molecular structure, C7H9BrNReSbSe4 in a non-equilibrium geometry.

Cartesian coordinates (Å):
H (-2.22574, 3.23884, -1.63186)
Se (2.47286, 4.12834, -4.28763)
H (-1.24189, -2.68733, 3.12700)
H (0.94798, -4.04365, 1.17315)
Se (4.71747, 1.18973, -1.62105)
H (-2.82555, -0.81050, 2.66152)
C (-1.53653, -0.05471, 1.13548)
N (-0.40515, -0.12658, 0.41261)
H (1.00514, -3.64869, 2.88438)
H (2.17484, -2.92754, 1.77326)
H (1.35980, -1.18614, 0.07267)
C (-1.00144, -1.96276, 2.35676)
C (-1.90006, -0.92003, 2.11125)
C (1.13765, -3.23881, 1.88554)
Se (1.01663, 3.11751, -0.49412)
H (-1.22311, 2.96310, -3.09242)
C (0.18698, -2.09736, 1.63598)
C (0.45584, -1.15122, 0.66365)
Br (-2.52447, 1.45127, 0.54462)
Sb (3.18403, 2.53273, -2.72200)
Re (-0.32779, 1.43539, -0.99613)
C (-1.71943, 2.49906, -2.24751)
H (-2.42936, 1.73700, -2.58042)
Se (0.70132, 0.56233, -2.76474)

Computed properties:
total charge	+3
E	-348958.581	eV
gap between HOMO and LUMO (alpha / beta)	0.20454 / 0.20950	Ha
LUMO level (alpha / beta)	-13.52 / -13.53	eV
energy relative to the best compared isomer or geometry (same formula, charge and spin)	0.022	eV
HOMO (alpha / beta)	-0.70156 / -0.70658	hartree

Here are the Mulliken charges for atoms 1 to 8, given in e: 0.508 -0.007 0.490 0.331 -0.048 0.452 0.679 -0.319

=====

[6]
The following is a DFT calculation (the ωB97M-V functional and the def2-TZVPD basis) of 2 unconnected molecules or ions with the total composition C7H9Cl2N4O in a non-equilibrium geometry.

Cartesian coordinates (Å):
C (-0.00301, 1.52369, 1.15305)
H (2.60386, 0.44684, -0.63796)
C (1.09413, -1.09621, -0.08771)
N (-3.93256, 0.60046, -0.69947)
H (2.13892, -0.84950, -1.95752)
N (-1.83191, 0.39309, -0.13831)
Cl (-0.79938, -2.00706, 1.75153)
C (1.80783, -0.12068, -1.03822)
N (-2.17501, -0.56693, -1.09530)
H (1.05357, 0.56445, -1.34893)
H (1.85316, -2.88207, -0.92356)
Cl (1.83390, 3.18944, -0.34108)
N (-3.38194, -0.40967, -1.32872)
H (1.25623, -3.10287, 0.66281)
H (0.19610, 1.38699, 2.11896)
O (-2.97223, 2.26825, 0.62314)
C (-3.02689, 1.23965, 0.00203)
C (-0.72882, 0.42944, 0.55055)
H (-0.62519, 2.41751, 1.13272)
H (2.92998, -1.99351, 0.33992)
C (0.01401, -0.85884, 0.67502)
C (1.86900, -2.35186, 0.04390)
H (0.82623, 1.77941, 0.54316)

Computed properties:
total charge	-1
E	-40456.068	eV
gap between HOMO and LUMO	0.24939	Ha
LUMO level	1.74	eV
energy relative to the best compared isomer or geometry (same formula, charge and spin)	1.024	eV
HOMO	-0.18538	hartree

Here are the Mulliken charges for atoms 1 to 8, given in e: -0.920 0.342 1.063 -0.503 0.321 0.563 -0.247 -1.473

=====

[7]
The following is a DFT calculation (the ωB97M-V functional and the def2-TZVPD basis) of a molecular structure, C7H9ClO2SSi in a non-equilibrium geometry.

Cartesian coordinates (Å):
Cl (-4.15318, -0.08067, 1.19422)
H (1.16151, -3.41347, 0.48555)
C (0.40874, -2.65830, 0.30636)
O (-2.51719, 1.68767, -0.25014)
S (-2.97276, 0.34518, -0.43340)
Si (0.11049, 1.58923, 0.86641)
H (1.72408, -1.15553, 1.08693)
H (-0.93888, 2.06574, 1.75846)
H (-0.94152, -4.07607, -0.48770)
H (1.38881, 1.66312, 1.60834)
H (0.30747, 3.52472, -0.69532)
H (-0.42002, 2.15636, -1.50879)
O (-3.74805, 0.03224, -1.59406)
C (0.73779, -1.32181, 0.66860)
C (0.35466, 2.44657, -0.80639)
C (-1.83308, -2.12050, -0.49659)
H (1.32241, 2.19929, -1.23811)
C (-0.06352, -0.25717, 0.54179)
H (-2.75978, -2.48604, -0.92367)
C (-1.70974, -0.82165, -0.22223)
C (-0.77626, -3.03732, -0.24114)

Computed properties:
E	-42732.789	eV
gap between HOMO and LUMO	0.32934	Ha
LUMO level	-0.67	eV
HOMO	-0.35387	hartree

Here are the Mulliken charges for atoms 1 to 8, given in e: -0.202 0.347 -0.302 -0.521 0.986 0.570 0.357 -0.119

=====

[8]
The following is a DFT calculation (the ωB97M-V functional and the def2-TZVPD basis) of a molecular structure, C7H9FNP in a non-equilibrium geometry.

Cartesian coordinates (Å):
P (1.15817, -2.19409, -0.55755)
H (2.16041, -1.17072, 2.25340)
C (-1.49412, -0.40063, -0.48305)
H (-1.80106, -1.43515, -0.42529)
H (-0.24037, 3.17341, -0.51278)
H (1.42189, 0.47170, 2.14324)
C (-0.31260, 0.00905, 0.13558)
C (-2.24423, 0.53875, -1.16465)
C (-1.79909, 1.85280, -1.20232)
C (0.61008, -0.98150, 0.75541)
F (2.77562, -0.01360, 0.76841)
H (2.27285, -2.64820, 0.15476)
H (-2.34252, 2.61571, -1.73791)
C (-0.62948, 2.16371, -0.52887)
H (-0.14349, -1.82466, 1.62834)
H (1.92709, -1.26644, -1.26704)
H (-3.15732, 0.25148, -1.66595)
C (1.74272, -0.41191, 1.58483)
N (0.09546, 1.27029, 0.12143)

Computed properties:
E	-20899.709	eV
gap between HOMO and LUMO	0.37047	Ha
LUMO level	0.68	eV
energy relative to the best compared isomer or geometry (same formula, charge and spin)	0.000	eV
HOMO	-0.34563	hartree

Here are the Mulliken charges for atoms 1 to 8, given in e: -0.020 0.342 -0.757 0.398 0.396 0.338 0.193 -0.341

=====

[9]
The following is a DFT calculation (the ωB97M-V functional and the def2-TZVPD basis) of a single C7H9FO molecule in a non-equilibrium geometry.

Cartesian coordinates (Å):
C (-1.55111, -0.76922, 0.36922)
H (-0.61827, -1.06011, 2.99691)
C (-0.12701, -0.34020, 2.35595)
H (-0.34961, 0.63244, 2.73356)
H (0.13802, 1.83222, -2.27958)
C (-0.40801, -0.54559, 0.91566)
H (-0.43982, 1.88430, -0.59874)
H (1.30797, -0.05977, -2.07664)
H (1.69141, 0.06780, 0.43165)
O (-1.25472, -1.07172, -2.71390)
C (0.83288, -0.59992, 0.05497)
C (-0.75525, -0.58805, -1.77520)
H (0.87186, -0.54023, 2.39951)
C (0.49942, -0.02016, -1.37273)
H (1.32458, 1.97346, -1.01428)
C (0.36062, 1.52439, -1.28252)
F (-2.78187, -0.71325, 0.87463)
H (1.25890, -1.60639, -0.01847)

Computed properties:
E	-12166.131	eV
gap between HOMO and LUMO (alpha / beta)	0.33161 / 0.33159	Ha
LUMO level (alpha / beta)	0.64 / 0.64	eV
energy relative to the best compared isomer or geometry (same formula, charge and spin)	3.313	eV
HOMO (alpha / beta)	-0.30796 / -0.30795	hartree

Here are the Mulliken charges for atoms 1 to 8, given in e: 0.093 0.351 -1.458 0.280 0.436 0.552 0.319 0.423

=====

[10]
The following is a DFT calculation (the ωB97M-V functional and the def2-TZVPD basis) of a single C7H9N molecule in a non-equilibrium geometry.

Cartesian coordinates (Å):
H (2.39424, 1.14837, 0.29953)
H (-3.75059, -1.61624, 0.04642)
H (-1.05178, 1.36065, 1.87263)
H (-1.56121, 2.00017, -0.32463)
C (0.91206, -0.19596, -0.47073)
C (0.97906, -1.52611, -0.55329)
C (2.09799, 0.70514, -0.65645)
H (1.85824, 1.52347, -1.33973)
C (-2.84882, -1.07745, 0.21821)
C (-0.34973, 0.50666, -0.03472)
H (0.15078, -2.16519, -0.27171)
H (1.89700, -2.01522, -0.86116)
N (-0.68616, 1.62858, -0.70343)
C (-1.85442, -0.42024, 0.38773)
H (-0.42619, -0.44229, 2.03158)
H (2.94794, 0.16333, -1.07774)
C (-0.70841, 0.42232, 1.43748)

Computed properties:
E	-8888.819	eV
gap between HOMO and LUMO (alpha / beta)	0.30117 / 0.30105	Ha
LUMO level (alpha / beta)	-0.13 / -0.13	eV
energy relative to the best compared isomer or geometry (same formula, charge and spin)	6.337	eV
HOMO (alpha / beta)	-0.30587 / -0.30575	hartree

Here are the Mulliken charges for atoms 1 to 8, given in e: 0.260 0.438 0.306 0.260 0.553 -1.033 -1.220 0.341